[1]
50
Properties=species:S:1:pos:R:3 method="wB97M-V/def2-TZVPD" multiplicity=6 energy_ha=-2956.93293 max_force_ev_per_a=3.0
Mn 0.597 -1.124 0.043
Cl 1.283 -3.115 1.317
C -2.700 -0.625 0.512
O -2.430 0.586 1.287
O -1.541 -1.233 0.099
C -3.706 -1.475 1.363
F -4.140 -2.562 0.660
F -3.144 -1.902 2.488
F -4.837 -0.837 1.714
C -3.368 1.709 1.180
C -3.512 2.346 2.596
H -4.031 3.307 2.465
H -4.168 1.704 3.184
H -2.564 2.570 3.081
H -4.368 1.478 0.800
H -2.901 2.405 0.464
H -3.282 -0.280 -0.377
C 0.775 0.847 2.582
O 0.848 0.215 1.537
N 1.888 1.195 3.197
N -0.269 1.187 3.314
H 2.718 0.949 2.714
H 1.897 1.636 4.081
H -1.173 1.033 2.883
H -0.175 1.724 4.144
C 3.902 -0.648 -0.406
O 2.698 -0.744 -0.312
N 4.548 -0.118 -1.435
N 4.821 -0.963 0.528
H 5.525 -0.050 -1.522
H 3.946 0.334 -2.085
H 5.773 -0.794 0.310
H 4.558 -1.087 1.478
C 0.666 -1.850 -4.277
C 0.922 -1.211 -2.849
C 0.222 0.074 -2.604
O 0.436 0.526 -1.284
C -0.046 1.875 -1.117
N 0.530 -2.118 -1.804
H 1.211 -1.265 -5.020
H -0.378 -1.945 -4.597
H 1.117 -2.844 -4.242
H 1.994 -0.993 -2.799
H -0.851 -0.074 -2.835
H 0.631 0.808 -3.310
H -0.923 2.071 -1.738
H 0.775 2.533 -1.411
H -0.281 2.048 -0.074
H 0.991 -2.997 -2.020
H -0.486 -2.308 -1.900

[2]
53
Properties=species:S:1:pos:R:3 method="wB97M-V/def2-TZVPD" multiplicity=1 energy_ha=-2679.35537 max_force_ev_per_a=5.4
C -2.667 -0.686 2.872
C -3.683 -1.205 1.848
C -3.463 -0.480 0.499
O -3.635 -1.456 -0.531
O -2.858 -1.102 -1.681
S -1.328 -1.642 -1.458
O -0.539 -0.730 -2.233
O -1.230 -3.113 -2.325
C -1.162 -4.211 -1.522
F -1.915 -4.079 -0.425
F -1.561 -5.266 -2.190
F 0.083 -4.421 -1.103
H -2.887 -1.090 3.856
H -2.738 0.402 2.885
H -1.676 -0.985 2.533
H -4.708 -0.988 2.143
H -3.543 -2.267 1.646
H -2.466 -0.040 0.497
H -4.212 0.308 0.409
C 0.329 -1.424 -5.343
O 1.468 -0.536 -5.361
P 2.116 -0.172 -6.804
O 3.006 -1.301 -7.135
O 2.878 1.137 -6.251
C 3.486 1.176 -4.964
O 1.700 0.526 -8.184
C 2.743 1.158 -8.932
H 0.009 -1.537 -4.313
H -0.496 -1.005 -5.920
H 0.602 -2.399 -5.748
H 4.073 0.277 -4.775
H 2.732 1.306 -4.191
H 4.151 2.038 -4.954
H 3.608 0.502 -9.019
H 3.028 2.103 -8.476
H 2.336 1.353 -9.922
C 1.889 2.458 3.898
O 1.649 2.355 5.316
P 0.177 1.853 5.794
O -0.684 3.051 5.754
O 0.665 1.463 7.278
C 1.615 2.242 8.000
O -0.778 0.576 5.659
C -1.708 0.333 6.719
H 2.917 2.782 3.761
H 1.758 1.494 3.408
H 1.217 3.193 3.453
H 1.385 3.306 7.937
H 2.621 2.050 7.635
H 1.554 1.931 9.041
H -2.244 1.245 6.979
H -1.202 -0.071 7.592
H -2.412 -0.409 6.347

[3]
45
Properties=species:S:1:pos:R:3 method="wB97M-V/def2-TZVPD" multiplicity=1 total_charge=-1 energy_ha=-2021.74173 max_force_ev_per_a=3.2
C 2.235 -3.251 -0.393
O 0.771 -3.314 -0.585
C 0.428 -2.391 -1.687
C -1.182 -2.270 -1.987
C -1.919 -1.044 -1.164
C -2.017 -1.351 0.465
Si -2.264 0.352 1.327
I -4.615 0.302 2.244
O -1.214 0.656 2.702
Si 0.474 0.327 2.345
I 0.954 -1.921 3.387
C 1.711 1.674 2.986
O 3.135 1.332 2.795
C 3.504 1.265 1.373
O 2.962 2.348 0.535
C 2.492 1.851 -0.767
C 3.680 1.684 -1.898
O 3.547 0.442 -2.678
H 2.782 -2.567 -1.200
H 2.505 -2.815 0.673
H 2.765 -4.314 -0.474
H 0.965 -1.364 -1.473
H 0.933 -2.822 -2.676
H -1.791 -3.258 -1.708
H -1.330 -2.049 -3.150
H -1.434 0.009 -1.403
H -3.050 -0.953 -1.528
H -2.999 -2.017 0.595
H -1.136 -2.002 0.877
H -2.237 1.473 0.392
H 0.636 0.174 0.906
H 1.547 1.719 4.168
H 1.438 2.774 2.610
H 4.691 1.386 1.336
H 3.302 0.200 0.874
H 1.717 2.662 -1.170
H 1.912 0.835 -0.733
H 4.769 1.741 -1.471
H 3.529 2.590 -2.659
H 3.388 -0.359 -2.096
C -7.096 2.450 0.030
O -6.391 2.352 -1.087
H -7.396 1.510 0.523
H -6.632 2.985 0.875
H -8.069 2.968 -0.030

[4]
39
Properties=species:S:1:pos:R:3 method="wB97M-V/def2-TZVPD" multiplicity=1 total_charge=+1 e_above_lowest_ev=13.548 max_force_ev_per_a=19.2
C -1.816 -4.169 0.926
H -2.136 -4.116 -0.150
H -0.780 -4.817 0.924
C -1.800 -2.928 1.632
H -1.703 -3.164 2.503
H -2.795 -2.298 1.572
C -0.769 -1.714 1.248
N -0.707 -1.531 -0.308
H -0.626 -2.323 -0.871
C -1.962 -0.685 -0.617
H -2.539 -0.699 0.190
C -1.252 0.808 -0.819
N -0.160 0.674 -1.389
H 0.291 -0.278 -0.669
C 0.975 1.694 -0.954
C 0.675 3.169 -1.541
C 1.406 4.230 -1.122
H 1.238 5.195 -1.577
H 1.510 4.181 -0.010
H 2.648 4.077 -1.209
H -0.304 3.317 -1.577
H 0.984 3.026 -2.543
H 0.911 1.902 0.331
C 2.371 1.276 -0.938
H 3.307 1.646 -0.771
O 2.358 -0.208 -0.446
H 3.109 -0.428 -0.580
H 2.669 0.978 -2.105
H -0.018 0.695 -2.189
H -2.110 1.393 -1.353
H -1.273 1.214 0.248
H -2.261 -1.033 -1.695
C -0.584 -0.711 2.170
H -0.471 -0.985 3.060
H -1.606 -0.123 2.114
O 0.486 0.201 1.830
H 1.256 -0.234 1.569
H 0.261 -2.295 1.484
H -2.451 -4.851 1.289

[5]
53
Properties=species:S:1:pos:R:3 method="wB97M-V/def2-TZVPD" multiplicity=1 total_charge=-3 e_above_lowest_ev=2.816 max_force_ev_per_a=7.7
Hg -0.347 0.335 0.236
O -1.899 0.348 -1.716
C -2.458 -0.659 -2.514
C -3.050 -0.374 -3.921
O -2.336 0.385 -4.783
H -3.339 -1.028 -1.943
H -1.819 -1.553 -2.417
H -4.107 -0.049 -3.817
H -3.174 -1.404 -4.334
O 1.163 1.303 -1.435
C 2.231 0.580 -1.999
C 2.801 0.747 -3.467
O 1.851 0.754 -4.410
H 2.028 -0.499 -1.821
H 3.059 0.659 -1.241
H 3.532 -0.053 -3.723
H 3.349 1.722 -3.385
N -1.716 -0.435 1.805
S -2.576 -1.753 2.023
O -3.964 -1.658 2.409
O -1.807 -2.966 2.267
F -2.796 -1.962 0.414
S -2.023 0.053 3.452
O -1.671 -0.858 4.504
O -3.160 0.939 3.576
F -0.763 1.019 3.437
C 0.905 -3.888 -1.633
C 0.224 -3.244 -0.381
O 0.621 -1.901 -0.318
H 0.517 -3.261 -2.442
H 0.477 -4.880 -1.789
H 1.990 -3.799 -1.647
H 0.604 -3.821 0.473
H -0.855 -3.318 -0.484
H 1.572 -1.889 -0.473
C -2.153 3.403 1.377
C -0.669 3.768 1.429
O 0.206 2.778 0.984
H -2.262 2.717 2.216
H -2.368 2.790 0.498
H -2.792 4.280 1.420
H -0.411 4.095 2.448
H -0.615 4.683 0.821
H 0.991 3.185 0.606
C 3.807 0.079 2.447
C 2.732 0.944 1.759
O 1.446 0.329 1.904
H 4.628 0.789 2.585
H 4.067 -0.785 1.843
H 3.435 -0.215 3.430
H 3.018 1.130 0.721
H 2.577 1.951 2.166
H 1.300 0.489 2.842

[6]
47
Properties=species:S:1:pos:R:3 method="wB97M-V/def2-TZVPD" multiplicity=5 total_charge=-1 e_above_lowest_ev=0.000 max_force_ev_per_a=2.3
Fe 0.823 -4.702 -24.723
P -1.250 -4.774 -23.669
O -2.614 -4.919 -23.017
O -1.060 -5.414 -25.092
O -0.010 -5.520 -23.039
O -0.634 -3.351 -23.876
C 3.350 -6.079 -27.390
C 2.090 -6.756 -26.843
C 2.052 -8.252 -27.128
O 3.189 -8.911 -26.601
C 3.298 -10.256 -27.035
N 1.932 -6.436 -25.417
H 3.395 -6.112 -28.477
H 4.227 -6.567 -26.960
H 3.355 -5.038 -27.069
H 1.217 -6.395 -27.398
H 2.025 -8.402 -28.218
H 1.142 -8.689 -26.699
H 3.331 -10.338 -28.122
H 2.448 -10.822 -26.635
H 4.197 -10.617 -26.540
H 2.820 -6.783 -25.025
H 1.319 -7.145 -24.995
C 0.340 -3.417 -27.471
O 1.226 -3.557 -26.387
C 1.883 -2.369 -25.975
C 2.945 -2.677 -24.928
N 2.402 -3.534 -23.850
C 3.400 -4.118 -22.963
C 4.018 -3.170 -21.928
O 4.840 -2.180 -22.508
C 6.097 -2.666 -22.913
H -0.141 -4.372 -27.658
H 0.918 -3.182 -28.381
H -0.403 -2.630 -27.336
H 1.144 -1.654 -25.597
H 2.375 -1.891 -26.834
H 3.352 -1.752 -24.511
H 3.796 -3.207 -25.368
H 1.857 -2.940 -23.219
H 4.179 -4.611 -23.559
H 2.980 -4.965 -22.410
H 4.475 -3.751 -21.121
H 3.192 -2.625 -21.465
H 6.531 -3.259 -22.097
H 6.777 -1.830 -23.069
H 6.047 -3.260 -23.830

[7]
50
Properties=species:S:1:pos:R:3 method="wB97M-V/def2-TZVPD" multiplicity=4 total_charge=+1 e_above_lowest_ev=2.843 max_force_ev_per_a=4.9
Co -0.440 -0.389 0.715
B -2.847 1.534 0.096
F -3.184 1.834 -1.265
F -1.913 2.443 0.515
F -3.866 1.545 0.947
F -2.239 0.358 0.302
C 0.980 3.261 -3.034
O 1.169 1.988 -3.613
C 0.096 1.067 -3.544
C -0.382 0.748 -2.088
N 0.601 0.039 -1.174
C 0.941 -1.288 -1.714
C -0.229 -2.260 -1.511
O -0.971 -1.986 -0.346
C -2.216 -2.782 -0.201
H 1.647 3.918 -3.593
H 1.366 3.340 -2.017
H -0.060 3.586 -3.034
H 0.354 0.197 -4.147
H -0.787 1.432 -4.067
H -1.367 0.308 -2.240
H -0.731 1.630 -1.551
H 1.506 0.424 -1.402
H 1.567 -1.728 -0.938
H 1.476 -1.268 -2.664
H 0.031 -3.318 -1.482
H -0.922 -2.107 -2.338
H -2.905 -2.681 -1.040
H -2.848 -2.351 0.576
H -2.084 -3.842 0.017
C -0.962 -2.025 3.199
C 0.588 -2.002 3.232
O 0.790 -1.989 1.902
O -1.498 -0.923 2.456
H -1.354 -2.051 4.216
H -1.346 -2.870 2.627
H 1.020 -2.852 3.759
H 1.115 -1.251 3.821
H 1.654 -2.375 1.739
H -2.182 -0.582 3.037
C 2.794 1.610 1.084
C 1.567 1.933 2.052
O 0.282 1.383 1.664
O 2.798 0.291 0.684
H 3.777 1.789 1.519
H 2.599 2.236 0.213
H 1.515 3.011 2.205
H 1.882 1.359 2.924
H -0.268 1.816 2.321
H 3.484 -0.161 1.181

[8]
48
Properties=species:S:1:pos:R:3 method="wB97M-V/def2-TZVPD" multiplicity=2 total_charge=+2 energy_ha=-2924.96606 max_force_ev_per_a=4.3
I -0.329 -2.703 -0.375
I -0.783 2.738 -0.384
Ce 0.644 0.132 0.270
P 0.196 0.007 -2.677
C -1.417 -0.009 -3.544
C 0.990 1.448 -3.468
H 2.031 -1.502 -3.091
H 1.129 -1.132 -4.594
H 0.457 -2.295 -3.397
C 1.034 -1.374 -3.529
H 1.982 1.591 -3.021
H 1.095 1.248 -4.540
H -1.242 -0.003 -4.630
H -1.991 0.882 -3.259
H 0.383 2.343 -3.301
H -1.968 -0.917 -3.267
C -1.900 -0.080 -0.391
O -3.039 -0.161 -0.589
Cl 3.176 0.262 -0.056
C -1.410 2.189 3.954
N -1.592 0.780 4.363
C -2.997 0.453 4.629
P -0.549 -0.365 3.787
O -0.222 -0.055 2.328
N 0.840 -0.412 4.690
C 1.923 -1.270 4.157
C 1.367 0.814 5.306
N -1.147 -1.892 3.887
C -0.973 -2.731 5.076
C -2.159 -2.354 2.926
H -2.146 2.781 4.518
H -1.585 2.346 2.872
H -0.406 2.553 4.208
H -3.592 0.375 3.706
H -3.078 -0.478 5.194
H -3.412 1.269 5.231
H 2.420 -0.824 3.276
H 2.667 -1.381 4.956
H 1.537 -2.261 3.890
H 1.711 1.548 4.555
H 0.615 1.276 5.954
H 2.230 0.525 5.920
H -1.792 -2.588 5.796
H -0.942 -3.792 4.784
H -0.033 -2.479 5.570
H -3.145 -2.450 3.408
H -2.239 -1.658 2.083
H -1.864 -3.328 2.513

[9]
48
Properties=species:S:1:pos:R:3 method="wB97M-V/def2-TZVPD" multiplicity=1 total_charge=-1 energy_ha=-2125.88253 max_force_ev_per_a=0.3
C 2.814 -1.084 2.588
C 3.331 -0.508 1.286
O 4.078 0.693 1.554
P 3.638 2.062 0.821
O 4.602 3.131 1.117
C 1.947 2.331 1.313
C 1.059 3.111 0.332
P -0.409 2.017 -0.241
O -1.603 3.238 0.142
F 0.760 0.805 -0.620
C -1.741 0.785 -0.839
C -2.231 -0.326 0.068
C -3.100 -1.339 -0.655
Cl -0.896 -1.278 0.885
O 3.560 1.676 -0.727
C 4.624 1.000 -1.386
C 4.717 1.522 -2.802
H 2.607 -2.151 2.477
H 1.896 -0.588 2.904
H 3.566 -0.962 3.368
H 2.505 -0.296 0.600
H 4.008 -1.206 0.787
H 2.058 2.815 2.289
H 1.463 1.366 1.497
H 0.666 4.007 0.814
H 1.620 3.432 -0.550
H -0.531 1.529 1.116
H -0.303 2.517 -1.606
H -1.515 3.924 -0.518
H -2.618 1.417 -1.014
H -1.429 0.372 -1.804
H -2.795 0.114 0.891
H -2.556 -1.741 -1.512
H -4.014 -0.870 -1.020
H -3.363 -2.169 0.000
H 4.406 -0.072 -1.388
H 5.565 1.157 -0.851
H 5.079 2.550 -2.810
H 5.405 0.907 -3.387
H 3.734 1.492 -3.271
C -6.193 -4.010 -0.272
O -5.886 -3.043 -0.938
N -7.469 -4.518 -0.249
N -5.289 -4.672 0.514
H -7.739 -5.310 0.301
H -8.154 -4.049 -0.811
H -4.351 -4.314 0.527
H -5.522 -5.464 1.080

[10]
44
Properties=species:S:1:pos:R:3 method="wB97M-V/def2-TZVPD" multiplicity=4 total_charge=+1 energy_ha=-1046.78485 max_force_ev_per_a=0.6
Re 0.115 -0.422 0.508
N 0.975 1.150 -1.507
C 0.867 2.574 -1.191
C 0.974 2.743 0.307
N -0.026 1.945 1.060
C -1.407 2.413 0.772
C -2.138 1.534 -0.223
N -2.068 0.131 0.241
C 0.293 2.080 2.500
C -0.458 1.081 3.340
N -0.191 -0.281 2.827
H 1.941 0.842 -1.461
H 0.638 0.930 -2.437
H -0.087 2.953 -1.562
H 1.641 3.187 -1.657
H 0.873 3.802 0.568
H 1.958 2.408 0.636
H -1.390 3.446 0.417
H -1.976 2.419 1.702
H -1.669 1.565 -1.203
H -3.165 1.881 -0.330
H -2.456 -0.511 -0.446
H -2.605 0.010 1.096
H 0.091 3.097 2.854
H 1.362 1.896 2.604
H -1.533 1.250 3.315
H -0.147 1.195 4.379
H -0.873 -0.939 3.192
H 0.718 -0.608 3.148
C -0.770 -3.298 -2.400
C 0.369 -2.778 -1.526
C 1.502 -2.247 -2.404
C 0.886 -3.892 -0.615
N -0.155 -1.693 -0.693
H -0.405 -4.074 -3.078
H -1.191 -2.489 -3.001
H -1.564 -3.725 -1.783
H 1.947 -3.064 -2.975
H 2.281 -1.788 -1.790
H 1.122 -1.507 -3.116
H 1.273 -4.715 -1.219
H 0.079 -4.274 0.014
H 1.686 -3.520 0.027
I 2.683 -0.705 1.110

One value per record, in order, for molar mass: 442.72, 488.31, 551.28, 205.32, 639.03, 373.14, 403.06, 712.67, 371.73, 530.47 Da.